Entry from OMol25: a single C3H6NPS2 molecule (ωB97M-V/def2-TZVPD).

HOMO level	-8.931	eV
SMILES	CSP(C#N)SC
spin multiplicity	1
energy	-35655.242	eV
frontier orbital gap	7.74	eV
net charge	0

Bonds (Å) are listed after each position.
Geometry (Å):
1 C -2.3233 1.7292 0.6298  S2 2.013, H8 1.027, H9 1.069, H10 1.016
2 S -0.4896 0.9166 0.7966  C1 2.013, P3 2.439
3 P 1.8375 1.0366 0.0778  S2 2.439, C4 1.813, S6 2.130
4 C 1.4999 0.5120 -1.6250  P3 1.813, N5 1.168
5 N 1.1378 0.4878 -2.7356  C4 1.168
6 S 2.0381 -0.8511 1.0440  P3 2.130, C7 1.835
7 C 1.1520 -2.1659 0.1205  S6 1.835, H11 1.136, H12 1.170, H13 1.012
8 H -2.6502 1.4403 1.5600  C1 1.027
9 H -2.1581 2.7586 0.3918  C1 1.069
10 H -2.8392 1.2487 -0.1021  C1 1.016
11 H 1.4975 -3.2404 0.2473  C7 1.136
12 H 1.0574 -1.7368 -0.9639  C7 1.170
13 H 0.2402 -2.1355 0.5589  C7 1.012

Entry from OMol25: a gas-phase ion, C3H6NS (charge +1) (ωB97M-V/def2-TZVPD).

HOMO level	-13.900	eV
spin multiplicity	1
energy	-15524.143	eV
frontier orbital gap	8.78	eV
net charge	+1

Bonds (Å) are listed after each position.
Geometry (Å):
1 C 1.9159 -0.2784 0.0480  C3 1.290, S5 1.547
2 C -1.0113 -0.6613 0.4525  N4 1.348, S5 2.108, H6 1.062, H7 1.130
3 C 2.8921 0.5501 0.2014  C1 1.290, H8 1.087, H9 1.176
4 N -1.9886 -0.7486 -0.4711  C2 1.348, H10 1.065, H11 1.002
5 S 0.8422 -1.3404 -0.2878  C1 1.547, C2 2.108
6 H -0.7407 0.3192 0.7596  C2 1.062
7 H -1.3023 -1.2732 1.3567  C2 1.130
8 H 3.5837 0.3133 1.0059  C3 1.087
9 H 3.2296 1.4210 -0.5135  C3 1.176
10 H -2.6008 -1.6205 -0.4615  N4 1.065
11 H -2.2141 -0.0345 -1.1374  N4 1.002